54
Properties=species:S:1:pos:R:3:nbo_charge:R:1 method="wB97M-V/def2-TZVPD" spin_multiplicity=1 de_lowest_kcal_mol=69.4
O 4.34918 0.51986 -1.51017 -0.95
O 1.05724 -2.20914 3.16771 -1.00
O 1.87610 3.14329 1.71992 -0.96
O -2.68303 -1.67817 -1.30340 -0.63
O -4.86316 0.29273 1.06676 -0.96
O -2.71275 -1.00538 1.99706 -0.96
O -1.72157 -2.20038 -3.26209 -0.70
O 3.57414 0.92678 1.66058 -0.98
O 0.08413 -2.91078 -0.23102 -1.01
O 0.36177 0.40839 3.02610 -0.98
O 1.91933 2.53060 -1.36348 -0.96
O 2.05074 -0.97223 0.18676 -1.00
O 1.41448 -0.00669 -3.80227 -0.95
O -1.17741 -3.20919 2.17573 -0.99
N -1.26536 0.86919 -2.10258 -0.66
N 0.00055 1.34054 0.50369 -0.92
C -1.62606 1.99754 -1.25924 -0.24
C -2.26247 -1.31934 -2.36916 0.79
C -1.44083 1.56656 0.19464 -0.24
C -2.21178 0.14861 -2.87337 -0.31
H 1.07324 0.90906 2.62258 0.49
H -0.42123 1.05297 -2.62781 0.41
H -3.24825 0.51595 -2.95467 0.22
H -4.11690 0.68555 1.53632 0.48
H 2.18263 -1.85106 -0.19225 0.50
H -1.15313 -4.19138 2.17014 0.48
H 1.94614 -2.41100 2.87894 0.48
H 1.59971 3.89961 2.26483 0.48
H -1.85036 -0.03096 -3.90647 0.21
H 1.16111 -0.99728 0.55012 0.51
H 0.98107 -0.81558 -4.09912 0.47
H -1.98151 0.59666 0.14042 0.21
H -2.21317 -1.27424 2.77100 0.48
H -2.62362 -1.72993 1.38651 0.49
H 3.58738 -0.04956 -1.34484 0.48
H 0.21994 2.10882 1.11919 0.38
H -0.42409 -3.07529 0.60268 0.50
H -0.22838 0.27563 2.26050 0.51
H 3.22850 0.26612 1.01395 0.50
H 3.83612 0.17577 2.21556 0.47
H 2.79995 3.06277 2.00031 0.50
H 0.99454 -1.23961 3.36084 0.52
H 4.61941 0.71017 -0.60442 0.47
H 2.83265 2.69991 -1.65692 0.48
H -4.52747 -0.34868 0.43145 0.47
H -0.36313 -3.07225 2.73814 0.52
H -1.79197 2.20963 1.01123 0.19
H -1.16515 2.88360 -1.69215 0.21
H -2.68530 2.19160 -1.51003 0.19
H -1.63637 -3.01842 -2.74054 0.50
H 2.05247 2.62807 -0.40756 0.48
H -0.25101 -2.11282 -0.66487 0.47
H 0.49594 1.24762 -0.37193 0.40
H 2.34697 -0.13424 -3.92329 0.48

54
Properties=species:S:1:pos:R:3:nbo_charge:R:1 method="wB97M-V/def2-TZVPD" spin_multiplicity=1 de_lowest_kcal_mol=141.6
O 3.33264 2.77301 -1.47245 -1.01
O -2.95665 -3.85934 0.42264 -0.96
O -3.17146 0.22446 3.86014 -0.94
O -2.32216 1.12863 0.14514 -0.65
O 1.40953 -3.96737 -1.03039 -1.03
O -3.13005 3.43340 -1.16462 -0.96
O -1.06491 2.71955 -3.36445 -0.98
O 3.72754 2.29419 0.99236 -0.99
O 2.10575 -0.08323 0.16369 -0.78
O 2.35360 -2.84209 0.97842 -0.96
O 1.29030 1.80670 -3.07122 -1.00
O 0.01265 2.47537 3.58969 -0.94
O -1.08252 -3.25427 -1.82534 -0.97
O 1.59291 -1.42641 -2.89565 -0.96
N -0.33601 -1.08009 3.21188 -0.87
N -0.95887 -0.58329 -0.27342 -0.64
C 0.94099 0.65535 0.55840 -0.07
C -0.05697 -0.50749 0.83573 -0.10
C -2.06947 0.17059 -0.54458 0.50
C -0.83955 -0.27121 2.16630 -0.17
H -0.83173 0.86679 2.49481 0.14
H 0.74185 1.44843 -0.32566 0.20
H 2.84402 0.51011 -0.00291 0.51
H -1.70018 2.32391 -2.65844 0.52
H -1.79970 -3.93441 -1.77069 0.48
H 4.74536 2.48518 1.02459 0.47
H -2.29321 0.69259 3.85378 0.48
H 0.41678 2.05740 -3.42934 0.51
H -0.19661 -2.08326 3.21729 0.39
H 2.70630 2.26636 -2.05783 0.53
H -3.76008 0.63866 3.26491 0.47
H 1.90151 -1.72556 -3.72320 0.48
H -0.26805 -3.72870 -1.83708 0.50
H 3.15519 3.79773 -1.38633 0.50
H -2.70780 3.96773 -1.82800 0.46
H 0.59827 -0.65030 3.46748 0.35
H -0.63614 2.11249 2.89084 0.47
H -2.43431 -3.19199 -0.01262 0.48
H 0.45391 -1.45189 0.96986 0.22
H 1.01478 1.24950 1.54741 0.16
H -2.67453 3.56679 -0.24908 0.50
H -0.84653 -1.45259 -0.86772 0.44
H 1.96117 -3.48688 -0.38235 0.50
H 2.19641 -1.86216 0.80204 0.52
H -2.50080 0.12794 -1.46879 0.13
H 3.50168 2.56374 0.12144 0.48
H 3.23688 -3.09468 0.96535 0.48
H 1.19686 0.92754 -2.77671 0.49
H 0.77350 -4.64536 -0.73970 0.48
H -1.93456 -0.53735 1.89372 0.22
H 2.11843 -1.75912 -2.16480 0.49
H 0.91038 2.26206 3.44203 0.48
H -3.88752 -3.49998 0.48188 0.48
H -1.56468 3.21888 -4.04412 0.49

51
Properties=species:S:1:pos:R:3:nbo_charge:R:1 method="wB97M-V/def2-TZVPD" spin_multiplicity=1 de_lowest_kcal_mol=86.9
O 4.00974 -1.24237 -1.94628 -0.97
O -0.65738 2.00526 4.20430 -0.96
O 1.06332 2.46305 -2.17054 -0.94
O 2.59173 2.17483 0.46974 -0.97
O 4.26848 -0.58478 0.90738 -0.95
O 0.89815 -3.37650 -3.57409 -0.94
O -1.91883 3.25125 -0.58864 -0.92
O -3.00675 1.39995 -3.27677 -0.93
O -3.67807 1.81120 2.27223 -0.95
O 0.18470 0.27923 -3.41595 -0.97
O -3.45031 0.68077 -0.43728 -0.96
O 1.18922 -0.14114 3.62026 -0.96
O -3.28564 -0.75412 2.03542 -0.97
C -0.29215 -3.73791 1.33140 -0.60
C 1.37284 -1.87580 0.61923 -0.16
C 1.03634 -3.30946 0.69437 -0.44
C 0.65161 -0.85495 0.10201 -0.44
H -0.40698 -0.78190 -0.19812 0.19
H -2.72779 -0.22266 1.41687 0.50
H 0.32266 -0.14861 -4.22010 0.49
H 3.96018 0.38651 1.09030 0.52
H 2.30250 -1.59178 1.16039 0.21
H -4.00320 -1.24949 1.57592 0.48
H 3.64496 -0.42855 -2.19816 0.47
H 1.03868 0.01192 0.43501 0.20
H 0.77653 0.32337 4.45326 0.50
H 2.96625 2.46893 -0.46952 0.49
H 0.70084 3.25035 -2.30890 0.44
H 1.83761 -3.88010 1.22988 0.22
H 0.54181 -0.68524 3.31168 0.46
H 1.84389 -3.27729 -3.22434 0.48
H -3.84083 0.92458 2.19662 0.48
H 0.97086 -3.79265 -0.44007 0.18
H -1.19374 3.34547 -1.14186 0.46
H 0.56081 -3.75730 -2.73531 0.46
H -0.44900 -4.75456 1.40439 0.22
H -3.83574 0.16190 -1.09258 0.47
H -3.28199 2.04740 1.40147 0.46
H 3.57505 -1.01660 0.41238 0.45
H -3.40442 1.60651 -0.76784 0.48
H -1.59654 2.21234 3.97883 0.50
H 0.32041 -0.33043 -2.69452 0.50
H 4.19811 -1.31246 -0.95540 0.48
H -2.75287 0.49720 -2.99111 0.47
H 1.64465 2.21886 0.40388 0.48
H 0.55963 1.92785 -2.72484 0.49
H -0.42614 -3.20302 2.31510 0.21
H -2.15935 1.87256 -2.88190 0.46
H -1.09426 -3.24239 0.82065 0.20
H -0.16911 2.11057 3.43296 0.47
H -2.70226 3.24422 -1.27525 0.46

55
Properties=species:S:1:pos:R:3:nbo_charge:R:1 method="wB97M-V/def2-TZVPD" spin_multiplicity=1 charge=-2
O 4.71533 -0.23516 -0.97846 -0.98
O -2.99034 -2.95139 -0.70667 -0.98
O -1.13269 3.99384 0.14249 -1.06
O 0.37791 -2.93286 -3.60821 -0.98
O 4.36548 -2.49490 -2.46843 -1.03
O 0.90278 -3.64083 0.52318 -0.99
O -3.24436 1.53084 -2.09537 -1.02
O -3.09001 1.74211 3.19601 -0.98
O -0.19434 2.62870 2.32773 -0.80
O -0.85199 -1.76079 0.50275 -0.85
O 1.20437 2.26756 -2.91933 -1.04
O -1.05520 3.03294 -2.13512 -1.15
O 3.40812 2.08924 -1.57725 -1.01
O 0.31896 -1.34768 -1.39165 -0.77
O -1.63478 -2.30831 3.59930 -0.95
O 1.01696 -1.36559 4.41218 -0.96
O -2.97716 -0.42145 1.13655 -1.04
C 0.32793 0.43731 1.62948 -0.41
C -0.25674 -1.01413 -0.34746 0.83
C -0.08424 0.42274 0.14587 -0.55
C 0.93893 1.82473 1.91492 -0.07
H -3.27106 0.21003 0.46648 0.48
H 3.86406 -0.55783 -0.65780 0.48
H -2.82563 0.85388 -2.63477 0.46
H -1.06779 0.92671 0.14595 0.23
H 1.46834 -3.41091 -0.22591 0.47
H -1.41909 -3.04655 2.99938 0.47
H -1.60861 -1.67544 2.84745 0.49
H 0.43557 1.05473 -0.56391 0.23
H 4.66311 -1.62122 -2.10574 0.51
H -3.21193 -2.13736 -0.21895 0.48
H -2.58018 2.24464 -1.93354 0.51
H -0.49001 0.24091 2.31470 0.22
H -1.32348 3.87677 -2.53049 0.44
H 0.22142 -1.72898 3.96973 0.49
H 1.46548 2.32473 1.09677 0.18
H 3.96862 2.77094 -1.93527 0.45
H 4.36483 0.55347 -1.45870 0.51
H 1.62251 1.94077 2.75785 0.16
H -0.90690 3.53635 -0.81709 0.51
H -3.48178 1.26364 2.45246 0.48
H -0.55577 -3.05473 -3.80275 0.46
H 0.35372 -2.13737 -3.01864 0.51
H -0.50260 3.16297 1.55850 0.52
H 0.03919 -3.23695 0.19129 0.49
H 1.04714 -0.38122 1.74834 0.18
H 0.23601 2.58871 -2.63431 0.52
H 1.08979 1.36708 -3.25457 0.47
H -1.96673 4.49531 -0.02176 0.46
H 2.50147 2.27452 -2.00124 0.52
H -2.14582 1.76620 2.99400 0.49
H 1.57320 -1.33075 3.61835 0.46
H 3.66029 -2.54262 -3.12076 0.48
H -2.03216 -2.98380 -0.54406 0.49
H -2.14397 -0.89435 0.86674 0.50

Number 1: F_max 2.46 eV Å⁻¹, E_LUMO 0.00 eV, Kohn-Sham gap 8.71 eV. Number 2: F_max 4.93 eV Å⁻¹, E_LUMO 0.16 eV, Kohn-Sham gap 8.91 eV. Number 3: F_max 6.05 eV Å⁻¹, E_LUMO -0.58 eV, Kohn-Sham gap 9.55 eV. Number 4: F_max 2.63 eV Å⁻¹, E_LUMO 4.75 eV, Kohn-Sham gap 8.90 eV.